The following is a quantum chemistry calculation of one molecule with the formula C3H8N2OS in a non-equilibrium geometry, from OMol25.

Geometry (Å):
C -2.0378 0.6458 0.4970
C 1.8854 1.0066 -0.9047
C 0.1892 -0.4175 0.7472
N -0.1643 -2.4450 -0.1277
N 0.0679 -1.2524 -0.4151
O -0.5557 0.7141 0.6187
S 1.9066 0.1112 0.6833
H -2.1139 1.5933 -0.0471
H -2.4050 0.7087 1.5748
H -2.2739 -0.1936 0.0139
H 2.3019 2.0294 -0.7683
H 0.8407 1.0496 -1.2146
H 2.6504 0.3953 -1.6025
H -0.0580 -0.8201 1.8029
H -0.2335 -3.1254 -0.8578

Output
SMILES: [H]/N=N/[C@H](OC)SC
2S+1: 1

These are the Löwdin partial charges, in e, on atoms 1 to 6: number 1, C, carries 0.0018; number 2, C, carries -0.3968; number 3, C, carries -0.7786; number 4, N, carries 0.0862; number 5, N, carries -0.0600; number 6, O, carries -0.2719

***

The following is a quantum chemistry calculation of C36H30Cl5N4O10P3RuS2 as an isolated structure in a non-equilibrium geometry, from OMol25.

Geometry (Å):
Ru -1.0023 -0.1347 0.1167
O -2.4223 0.1449 3.8573
C -1.2612 0.0831 3.3988
O -0.8236 -0.6349 2.4688
C -0.2017 0.9422 4.0456
C -0.1838 1.1495 5.4176
C 0.8610 1.8494 5.9970
C 1.8748 2.3622 5.1992
C 1.8403 2.1863 3.8258
C 0.7991 1.4749 3.2320
P 0.7817 1.2799 1.4029
C 0.7630 2.9879 0.7503
C 0.6376 4.1245 1.5405
C 0.6265 5.3805 0.9553
C 0.7305 5.5170 -0.4199
C 0.8252 4.3871 -1.2179
C 0.8336 3.1292 -0.6356
C 2.5715 0.8782 1.2508
C 3.4883 1.5837 0.4827
C 4.8157 1.1756 0.4328
C 5.2334 0.0621 1.1417
C 4.3188 -0.6546 1.9050
C 2.9983 -0.2506 1.9556
H -0.9919 0.7434 6.0121
H 0.8937 1.9928 7.0700
H 2.7010 2.9014 5.6456
H 2.6322 2.5962 3.2114
H 0.5262 4.0327 2.6114
H 0.5200 6.2588 1.5791
H 0.7223 6.5014 -0.8705
H 0.8882 4.4802 -2.2954
H 0.8897 2.2441 -1.2613
H 3.1754 2.4552 -0.0760
H 5.5251 1.7344 -0.1651
H 6.2682 -0.2541 1.0958
H 4.6409 -1.5282 2.4581
H 2.2699 -0.8179 2.5266
N -4.4257 1.4855 2.5645
C -4.2981 1.8685 1.1248
C -5.4212 2.8175 0.7391
P -4.5018 0.1957 0.3055
O -4.9465 0.5517 -1.1913
O -5.6272 -0.3947 1.0731
O -3.1806 -0.5385 0.2823
P -2.6601 2.6548 0.7847
O -2.3541 2.1348 -0.7286
O -2.7352 4.1293 0.8187
O -1.6720 1.8914 1.6337
H -5.1657 0.7574 2.5740
H -4.6525 2.2734 3.1640
H -3.5508 0.9950 2.9829
H -6.3999 2.3639 0.9093
H -5.3309 3.0555 -0.3198
H -5.3393 3.7563 1.2908
H -4.1824 0.4412 -1.7762
H -2.3837 2.8570 -1.3710
Cl 2.0228 -1.2090 -0.8893
C 1.2432 -0.2249 -2.0723
C -0.1189 0.0333 -1.9071
C -0.7777 0.4968 -3.0473
Cl -2.4969 0.5612 -3.0898
C -0.1036 0.8471 -4.2173
Cl -0.9652 1.4415 -5.5773
C 1.2799 0.7166 -4.2792
Cl 2.1377 1.1960 -5.6916
C 1.9532 0.1364 -3.2106
Cl 3.6432 -0.1743 -3.3208
N 3.7379 -6.3834 -3.8574
C 2.5196 -5.7419 -3.6713
C 1.3760 -6.4701 -3.3390
C 0.1519 -5.8359 -3.2083
C 0.0608 -4.4720 -3.4214
C 1.1865 -3.7384 -3.7633
C 2.4109 -4.3635 -3.8806
S -1.4746 -3.5959 -3.2079
O -1.6580 -2.7677 -4.3668
O -2.4897 -4.5769 -2.9084
N -1.1798 -2.6060 -1.9501
C -1.0626 -3.0820 -0.7252
S -1.3033 -4.7816 -0.2627
C -0.8910 -4.4046 1.3747
C -0.6380 -3.0925 1.5025
N -0.7100 -2.3538 0.3510
H 3.8455 -7.2810 -3.4197
H 4.5541 -5.7987 -3.8146
H 1.4547 -7.5398 -3.1791
H -0.7409 -6.3863 -2.9439
H 1.0752 -2.6785 -3.9403
H 3.2943 -3.7859 -4.1282
H -0.8803 -5.1634 2.1382
H -0.3945 -2.5797 2.4188

Output
<S²>: 0.76
Net charge: -1
2S+1: 2

These are the Löwdin partial charges, in e, on atoms 1 to 6: number 1, Ru, carries 1.2649; number 2, O, carries -0.0092; number 3, C, carries -0.6244; number 4, O, carries -0.1647; number 5, C, carries -0.1240; number 6, C, carries -0.0144

***

The following is a quantum chemistry calculation of a 3-piece molecular cluster, C2H11NO3 overall in a non-equilibrium geometry, from OMol25.

Geometry (Å):
C -0.4211 -1.3143 -0.4888
O -0.3987 -0.8638 -1.8589
C 0.8524 -0.8069 0.2305
N 0.9201 -1.3819 1.5354
H -0.4055 -2.4265 -0.4768
H -1.2653 -0.8577 0.0330
H -0.1568 -1.5836 -2.4748
H 0.8956 0.3404 0.2618
H 1.7798 -1.0512 -0.3086
H 0.1572 -1.0171 2.0860
H 1.7425 -1.0321 1.9397
H -0.0855 1.4619 -2.3056
H -0.4536 2.9178 -2.1039
O -0.1473 2.3177 -2.7556
H -0.2083 1.6392 2.3994
H -1.7399 2.1689 2.2918
O -1.0659 1.4890 1.9954

Output
SMILES: NCCO.O.O
2S+1: 1

These are the Löwdin partial charges, in e, on atoms 1 to 6: number 1, C, carries -0.2278; number 2, O, carries -0.1005; number 3, C, carries -0.3156; number 4, N, carries -0.0075; number 5, H, carries 0.1257; number 6, H, carries 0.1104

***

The following is a quantum chemistry calculation of C20H26Cl3O4PTeY as an isolated structure in a non-equilibrium geometry, from OMol25.

Geometry (Å):
Y 0.3706 -0.2731 0.2227
C 4.8272 -0.3784 2.9487
C 3.7735 0.1488 1.9709
C 4.4333 0.7812 0.7563
C 2.8022 -0.9629 1.6268
C 2.7534 -1.5770 0.3794
C 1.8566 -2.6248 0.1179
C 0.9851 -3.0926 1.0911
C 0.0778 -4.2602 0.8223
C 1.0287 -2.4596 2.3437
C 1.9119 -1.4310 2.6024
H 5.5319 0.4128 3.2109
H 5.3935 -1.1994 2.4986
H 4.3881 -0.7464 3.8780
H 3.1843 0.9156 2.4835
H 5.1334 0.0990 0.2656
H 4.9996 1.6630 1.0559
H 3.7107 1.1099 0.0039
H 3.4332 -1.2653 -0.4037
H 1.8600 -3.0892 -0.8615
H -0.5201 -4.0998 -0.0737
H -0.6074 -4.4336 1.6501
H 0.6770 -5.1608 0.6781
H 0.3663 -2.8048 3.1282
H 1.9182 -0.9610 3.5788
Cl -2.9823 5.7458 0.8179
C -1.9730 4.3510 1.0831
C -2.1307 3.6051 2.2395
C -1.3392 2.4965 2.4434
Cl -1.5891 1.6012 3.9034
C -0.3786 2.1101 1.5145
O 0.4278 1.0474 1.7025
C -0.2750 2.8646 0.3467
Cl 0.9078 2.3293 -0.8714
C -1.0582 3.9907 0.1285
H -2.8671 3.8919 2.9774
H -0.9464 4.5719 -0.7767
C -4.1111 2.4200 -1.4493
C -3.8513 1.0987 -2.1053
O -2.4106 0.8271 -2.0059
P -1.8749 -0.6012 -1.6565
O -0.3449 -0.5264 -1.7998
Te -2.3569 -1.1970 0.5819
O -2.5119 -1.5953 -2.6565
C -2.3748 -1.4919 -4.1207
C -1.1061 -2.1393 -4.5855
H -5.1580 2.6986 -1.5900
H -3.4991 3.2166 -1.8746
H -3.9133 2.3617 -0.3782
H -4.0913 1.0855 -3.1663
H -4.4016 0.2937 -1.6176
H -2.4492 -0.4377 -4.3857
H -3.2573 -2.0049 -4.4898
H -0.2134 -1.6489 -4.1999
H -1.0797 -2.0815 -5.6770
H -1.0797 -3.1934 -4.3075

Output
Net charge: +1
2S+1: 1

These are the Löwdin partial charges, in e, on atoms 1 to 6: number 1, Y, carries 1.1368; number 2, C, carries -0.0453; number 3, C, carries -0.3789; number 4, C, carries -0.0668; number 5, C, carries -0.2474; number 6, C, carries -0.0863

***

The following is a quantum chemistry calculation of one molecule with the formula C3H7NOS in a non-equilibrium geometry, from OMol25.

Geometry (Å):
O -0.1404 -1.2810 2.0349
C -0.7746 -0.8722 1.1015
C -0.1614 -0.4009 -0.2105
C 0.3681 1.0405 -0.0726
S -0.0785 2.2305 -1.3504
N 0.8315 -1.3397 -0.6908
H -1.8732 -0.8399 1.1697
H -1.0211 -0.4111 -0.8936
H 1.4439 0.9954 0.0609
H 0.0085 1.4633 0.8744
H -1.3539 2.3938 -0.9776
H 1.6831 -0.9214 -1.0280
H 1.0679 -2.0574 -0.0178

Output
SMILES: N[C@@H](C=O)CS
2S+1: 1

These are the Löwdin partial charges, in e, on atoms 1 to 6: number 1, O, carries 0.0701; number 2, C, carries -0.2302; number 3, C, carries -0.4363; number 4, C, carries -0.5441; number 5, S, carries 0.7080; number 6, N, carries 0.0457

***

The following is a quantum chemistry calculation of a 2-piece molecular cluster, C4H13NS overall in a non-equilibrium geometry, from OMol25.

Geometry (Å):
C 1.5892 1.2266 -2.2647
S 0.2540 0.9295 -3.4253
C -0.6459 -0.4054 -2.4762
H 2.6104 0.9360 -2.5402
H 1.4394 0.5458 -1.4075
H 1.6618 2.2288 -1.8344
H 0.1312 -1.1535 -2.3836
H -1.0400 -0.1158 -1.5090
H -1.4932 -0.5191 -3.1553
C -0.4516 0.1765 0.9918
N -0.1851 0.1733 2.4204
C -0.4966 -1.1032 3.0432
H 0.0935 -0.6894 0.5966
H -1.5319 -0.0248 0.8900
H -0.1479 1.0571 0.4263
H 0.2044 0.8292 3.0570
H 0.0541 -1.9255 2.5727
H -1.5747 -1.3463 2.9031
H -0.4711 -0.8199 4.0950

Output
SMILES: CNC.CSC
2S+1: 1

These are the Löwdin partial charges, in e, on atoms 1 to 6: number 1, C, carries -0.4750; number 2, S, carries 0.7182; number 3, C, carries -0.3793; number 4, H, carries 0.0332; number 5, H, carries 0.0119; number 6, H, carries 0.0306

***

One value per record, in order, for relative energy (zero: lowest compared OMol25 entry of this formula, charge and spin): 400.3 98.2 85.5 39.4 141.3 158.0 kJ/mol.